No. 1
Below is a gas-phase ion, C4H8N3 (charge +1), with properties calculated with wB97M-V/def2-TZVPD.

Cartesian coordinates (Å):
C -0.689 -3.853 0.269
N -0.371 -2.644 0.029
C 0.460 -1.918 -0.652
N 0.619 -0.724 -0.801
C -0.385 0.265 -0.371
N -0.202 1.618 -0.689
C 0.893 2.329 -0.187
H -0.219 -4.756 -0.090
H -1.626 -3.925 0.877
H -1.409 -0.056 -0.734
H -0.436 0.213 0.817
H -0.362 1.957 -1.698
H 0.944 2.451 0.872
H 1.845 2.106 -0.532
H 0.832 3.341 -0.348

Calculated values
- HOMO-LUMO gap (spin up / spin down): 7.21 / 7.21 eV
- SMILES string: C=[N+]=C=NCNC
- Relative energy (zero: lowest compared OMol25 entry of this formula, charge and spin): 576.6 kJ/mol
- Max |F|: 5.08 eV Å⁻¹
- Total energy: -8736.80566 eV
- Net charge: +1
- LUMO level (spin up / spin down): -6.20 / -6.20 eV

No. 2
Below is 2 unconnected molecules or ions with the total composition C4H8N3, with properties calculated with wB97M-V/def2-TZVPD.

Cartesian coordinates (Å):
C 4.364 0.041 0.392
C -0.295 -0.519 -0.320
C -0.948 -1.753 -0.259
C -1.247 1.706 -0.392
N -0.336 0.709 -0.769
N 3.222 0.195 0.368
N 0.715 0.146 0.247
H 5.458 0.116 0.632
H -0.251 -2.644 -0.215
H -1.609 -1.706 0.681
H -1.727 -1.675 -1.188
H -2.250 1.327 -0.084
H -1.260 2.488 -1.195
H -0.805 2.019 0.662
H 1.831 0.169 0.016

Calculated values
- HOMO-LUMO gap (spin up / spin down): 7.69 / 8.81 eV
- Relative energy (zero: lowest compared OMol25 entry of this formula, charge and spin): 424.8 kJ/mol
- Max |F|: 3.91 eV Å⁻¹
- 2S+1: 3
- Total energy: -8732.92577 eV
- Net charge: +1
- LUMO level (spin up / spin down): -3.23 / -7.51 eV

No. 3
Below is a gas-phase ion, C4H8N3O (charge +1), with properties calculated with wB97M-V/def2-TZVPD.

Cartesian coordinates (Å):
C -2.404 0.398 -0.113
O -1.336 -0.405 0.208
C -0.162 0.160 0.092
N 0.152 1.470 0.132
C 1.585 1.483 0.102
N 2.038 0.270 -0.041
N 0.987 -0.559 0.076
C 1.253 -2.020 0.012
H -3.168 -0.330 -0.489
H -2.052 0.920 -1.005
H -2.777 1.039 0.563
H -0.425 2.311 -0.016
H 2.147 2.372 0.325
H 0.385 -2.548 -0.283
H 1.617 -2.291 1.092
H 2.160 -2.272 -0.654

Calculated values
- HOMO-LUMO gap: 11.47 eV
- SMILES string: COc1[nH+]cnn1C
- Relative energy (zero: lowest compared OMol25 entry of this formula, charge and spin): 280.4 kJ/mol
- Max |F|: 5.73 eV Å⁻¹
- Total energy: -10787.39428 eV
- Net charge: +1
- LUMO level: -3.11 eV

No. 4
Below is a molecular structure, C4H8N3O, with properties calculated with wB97M-V/def2-TZVPD.

Cartesian coordinates (Å):
C 0.550 -0.367 -1.078
C 0.158 1.117 0.707
C -0.596 -0.064 1.348
C -0.592 -1.046 -0.836
N 0.998 0.656 -0.371
N 2.974 0.622 -1.999
N -1.421 -0.748 0.320
O 2.586 1.216 -1.120
H 1.186 -0.648 -1.913
H -0.569 1.846 0.324
H 0.755 1.609 1.477
H 0.124 -0.793 1.726
H -1.234 0.274 2.163
H -0.892 -1.865 -1.465
H -1.799 -1.636 0.677
H -2.229 -0.172 0.041

Calculated values
- HOMO-LUMO gap (spin up / spin down): 6.93 / 6.93 eV
- Relative energy (zero: lowest compared OMol25 entry of this formula, charge and spin): 646.8 kJ/mol
- Max |F|: 3.67 eV Å⁻¹
- Total energy: -10783.59740 eV
- Net charge: +1
- LUMO level (spin up / spin down): -5.20 / -5.20 eV